[1]
DFT (the ωB97M-V functional and the def2-TZVPD basis) results for a structure of composition C38H40AsNO4STi.

Structure (XYZ):
```
86
Properties=species:S:1:pos:R:3:mulliken_charge:R:1
Ti -0.17939 0.02342 2.82919 0.629
C 1.53517 -2.19984 1.50693 0.015
C 1.38090 -2.72451 2.91109 -0.886
O 0.20464 -2.08468 3.42591 -0.092
C -0.14968 -2.53227 4.75275 -0.621
C -1.46365 -1.86898 5.04031 -0.559
O -1.29067 -0.48923 4.63083 -0.231
C -2.41546 0.33956 5.01248 -0.470
C -1.95225 1.75111 4.82581 -0.758
O -1.33916 1.81120 3.52603 -0.246
C 0.08632 1.89447 3.48690 -0.740
C 1.83362 0.05928 2.44427 -0.801
O 1.20966 -0.79972 1.46606 0.584
H 0.82586 -2.67947 0.83483 0.439
H 2.54934 -2.35140 1.13624 -0.262
H 2.22863 -2.48583 3.55445 0.383
H 1.24327 -3.80601 2.89993 0.474
H 0.62607 -2.21740 5.45329 0.394
H -0.24036 -3.61775 4.76886 0.365
H -1.70063 -1.91259 6.10227 0.411
H -2.27688 -2.31196 4.46325 0.377
H -2.68620 0.12901 6.04605 0.486
H -3.25466 0.09726 4.35698 0.320
H -1.23182 2.05387 5.58353 0.384
H -2.79325 2.44261 4.83845 0.369
H 0.55102 2.08084 4.45297 0.393
H 0.41496 2.62878 2.75509 0.359
H 2.59652 -0.41780 3.05165 0.301
H 2.20945 0.94327 1.93438 0.306
C 0.90700 -2.51906 -7.09085 -0.497
C 0.60907 -1.22796 -6.66156 -0.788
C 0.68525 -0.91114 -5.31892 -0.287
C 1.09659 -1.89947 -4.41706 1.142
C 1.36819 -3.20686 -4.83620 -0.615
C 1.28454 -3.50518 -6.18189 -0.740
As 1.24262 -1.47895 -2.58394 1.039
C 2.80791 -2.04202 -1.67568 0.786
C 3.32426 -3.31693 -1.50830 -0.590
C 4.49989 -3.46357 -0.78126 -0.803
C 5.12258 -2.34639 -0.23283 -0.918
C 4.58801 -1.07070 -0.39668 -0.597
C 3.41527 -0.90273 -1.11836 0.080
C 2.74618 0.40149 -1.40629 0.145
C 3.20856 1.65008 -1.01889 -0.404
C 2.52362 2.79494 -1.41390 -1.021
C 1.36772 2.71013 -2.18407 -0.958
C 0.87148 1.46948 -2.56440 -0.331
C 1.57700 0.33708 -2.18469 0.577
H 0.84285 -2.76015 -8.14394 0.424
H 0.32315 -0.47081 -7.37902 0.450
H 0.46533 0.09568 -4.98631 0.211
H 1.65571 -3.97387 -4.12850 0.250
H 1.51238 -4.50436 -6.52760 0.432
H 2.83824 -4.18330 -1.93696 0.447
H 4.93677 -4.44476 -0.65278 0.469
H 6.04642 -2.46679 0.31805 0.467
H 5.10920 -0.21754 0.01901 0.479
H 4.12384 1.74547 -0.44855 0.518
H 2.91496 3.76662 -1.14155 0.468
H 0.87374 3.61511 -2.51264 0.578
H -0.02369 1.39207 -3.16601 0.541
N -1.03857 0.49712 1.12118 0.507
S -2.58992 1.00870 0.93152 0.073
C -2.67576 2.77021 0.81881 0.642
C -1.74129 3.51112 0.11031 -0.158
C -1.89106 4.88519 0.05359 -0.712
C -2.96970 5.49659 0.68818 -0.564
C -3.89788 4.74213 1.39051 -0.845
C -3.75091 3.36254 1.46800 -0.396
C -2.93046 0.46732 -0.74225 0.617
C -2.46907 -0.78480 -1.13350 -0.422
C -2.75307 -1.23261 -2.41385 -0.636
C -3.50169 -0.44525 -3.28146 -0.679
C -3.96677 0.79627 -2.87128 -0.775
C -3.68357 1.26395 -1.59474 -0.602
H -0.50986 0.55108 0.25131 -0.100
H -0.91540 3.02173 -0.38424 0.439
H -1.17528 5.48838 -0.48998 0.465
H -3.08507 6.57095 0.63148 0.435
H -4.73243 5.22461 1.88072 0.472
H -4.46591 2.76026 2.01515 0.512
H -1.90302 -1.40345 -0.44915 0.457
H -2.41011 -2.20982 -2.72902 0.551
H -3.73237 -0.80675 -4.27479 0.475
H -4.55499 1.40807 -3.54196 0.460
H -4.04187 2.23560 -1.28271 0.506
```

As for the net charge: +3. The spin multiplicity is 2. The HOMO energy (spin up / spin down) is -0.5872 / -0.5932 hartree. The energy above the lowest of the compared OMol25 structures with the same formula, charge and spin comes out at 2.8400 eV. For the LUMO energy (spin up / spin down), the calculation gives -7.26 / -10.33 eV. For the maximum force, the calculation gives 0.6 eV/Å. The calculation puts the orbital gap (spin up / spin down) at 0.320 / 0.214 Ha.



[2]
DFT (the ωB97M-V functional and the def2-TZVPD basis) results for a structure of composition C38H40BClFIN7O17PS in a non-equilibrium geometry.

Structure (XYZ):
```
108
Properties=species:S:1:pos:R:3:mulliken_charge:R:1
N 6.27199 -2.87998 -0.32117 -0.309
C 6.14305 -2.52126 -1.77620 -1.109
C 4.85780 -1.62158 -2.03780 1.174
F 3.73525 -2.48161 -1.78883 -0.353
C 4.82155 -0.55982 -0.80069 -1.155
I 3.49244 -1.21596 0.80763 0.306
S 4.20658 1.07276 -1.40167 1.574
O 3.35687 1.66472 -0.30672 -0.714
O 5.38501 1.99260 -1.55416 -0.712
O 3.30100 1.05164 -2.76911 -0.513
C 3.58767 0.03154 -3.74238 0.956
C 2.18548 -0.74675 -3.99069 -1.011
C 0.99927 0.11753 -3.16592 -0.101
C -0.30312 -0.78465 -2.73959 -0.562
O 0.79254 -0.27602 -1.74652 -0.086
P 3.95147 1.00088 -5.37599 -0.001
O 3.57103 0.01382 -6.71406 -0.505
O 2.69172 2.19348 -5.35081 -0.476
C 4.81261 -0.93939 -3.47303 -0.227
Cl 6.38731 -0.01552 -3.84077 -0.028
B 4.85131 -2.18913 -4.56124 0.527
N 3.87326 -3.31093 -4.58110 -0.519
O 5.91131 -2.26048 -5.55233 -0.650
H 6.10254 -3.88514 -0.19239 0.229
H 7.22451 -2.66071 -0.00870 0.223
H 6.10929 -3.52005 -2.32500 0.217
H 7.08305 -1.93071 -2.01933 0.399
H 5.85970 -0.37708 -0.37728 0.511
H 1.82341 -0.68173 -5.05401 0.361
H 2.15691 -1.77043 -3.53119 0.352
H 0.80812 1.22421 -3.49368 0.333
H -1.25030 -0.19981 -2.62119 0.275
H -0.21091 -1.87526 -2.98637 0.233
H 3.73795 0.54694 -7.51124 0.334
H 2.31157 2.20166 -6.25481 0.273
H 3.75482 -3.58372 -5.56803 0.200
H 4.19409 -4.10672 -4.02290 0.264
H 6.33537 -3.11805 -5.33933 0.305
C -1.89223 0.86175 1.64227 0.099
C -3.02724 0.45457 2.33668 -0.247
C -3.30743 -0.89928 2.47801 -0.578
C -2.44034 -1.83654 1.92243 -0.130
C -1.30767 -1.43623 1.21982 -0.190
C -1.03648 -0.08111 1.08101 -1.254
N -2.71694 -3.26298 2.08938 1.091
O -3.72587 -3.58125 2.69272 -0.620
O -1.91781 -4.05708 1.61742 -0.650
H -1.67341 1.91077 1.53837 0.259
H -3.69170 1.19198 2.77045 0.408
H -4.19342 -1.20560 3.02063 0.452
H -0.63209 -2.16108 0.78089 0.643
H -0.15502 0.24142 0.53771 0.735
C -4.15345 6.97463 -0.40795 -0.480
C -2.79193 6.77250 -0.61185 -0.537
C -2.10631 5.83338 0.14844 -0.385
C -2.79667 5.09885 1.10794 0.156
C -4.15683 5.30049 1.32297 -0.526
C -4.83450 6.24399 0.55985 -0.191
N -2.08322 4.09143 1.89319 0.981
O -0.88956 3.95454 1.69158 -0.595
O -2.72383 3.44046 2.70403 -0.597
H -4.68721 7.70491 -1.00739 0.389
H -2.26569 7.34571 -1.36654 0.380
H -1.04640 5.68409 -0.01871 0.491
H -4.69772 4.73476 2.07189 0.448
H -5.89241 6.40741 0.71563 0.456
C -8.13947 11.58239 2.74779 -0.370
C -8.28169 10.50643 3.61772 -0.476
C -8.13186 9.20768 3.14823 -0.315
C -7.83496 8.99912 1.80489 0.192
C -7.69848 10.06962 0.92677 -0.319
C -7.85271 11.36504 1.40416 -0.513
N -7.65165 7.63440 1.31148 1.017
O -7.79573 6.71924 2.10179 -0.590
O -7.35888 7.48690 0.13509 -0.646
H -8.25167 12.59549 3.11901 0.371
H -8.50657 10.68101 4.66345 0.368
H -8.24470 8.37730 3.83448 0.439
H -7.47220 9.91209 -0.12077 0.420
H -7.74577 12.20668 0.72984 0.369
C -1.36785 -6.00338 -0.71625 -0.174
C -1.51386 -7.07145 0.16176 -0.540
C -1.37397 -8.37502 -0.29889 -0.270
C -1.08310 -8.59604 -1.64206 -0.079
C -0.94297 -7.53293 -2.52832 -0.308
C -1.08727 -6.23285 -2.05957 -0.558
N -0.91012 -9.96623 -2.12672 1.000
O -1.05819 -10.87442 -1.32802 -0.603
O -0.62381 -10.12196 -3.30114 -0.609
H -1.47218 -4.98857 -0.35200 0.458
H -1.73395 -6.88647 1.20675 0.416
H -1.48972 -9.19949 0.39385 0.432
H -0.72142 -7.69983 -3.57543 0.446
H -0.97727 -5.39668 -2.74061 0.408
C 4.12453 -3.89671 7.09885 -0.408
C 2.98388 -4.22723 6.37496 -0.457
C 3.05679 -4.38860 4.99697 -0.335
C 4.27983 -4.22051 4.35524 0.042
C 5.42369 -3.88260 5.07108 -0.309
C 5.34136 -3.72039 6.44847 -0.458
N 4.36572 -4.41398 2.90734 1.072
O 3.33902 -4.69171 2.30969 -0.586
O 5.45832 -4.29125 2.38138 -0.589
H 4.06516 -3.77685 8.17542 0.370
H 2.03768 -4.36208 6.88607 0.377
H 2.16217 -4.64604 4.44305 0.495
H 6.37690 -3.74589 4.57525 0.423
H 6.22676 -3.45994 7.01669 0.367
```

The HOMO energy is -0.3139 hartree. For the LUMO energy, the calculation gives -0.99 eV. For the maximum force, the calculation gives 8.3 eV/Å. The calculation puts the orbital gap at 0.278 Ha.



[3]
DFT (the ωB97M-V functional and the def2-TZVPD basis) results for a cluster of 7 separate species, C38H40F48O12S in total in a non-equilibrium geometry.

Structure (XYZ):
```
139
Properties=species:S:1:pos:R:3:mulliken_charge:R:1
O -0.52268 -1.96946 -0.09311 -0.453
S -0.80339 -1.00463 -1.21173 0.993
O -0.15178 0.27816 -0.78451 -0.471
C 0.00505 -1.74718 -2.69768 0.066
C -1.14779 -2.41726 -3.54468 -0.731
C -2.23625 -1.32120 -3.86501 -0.785
C -2.96218 -0.64520 -2.63885 0.143
C -3.13604 0.91334 -2.95340 -0.824
O -2.06342 1.72014 -2.50221 -0.442
C -1.01967 1.83356 -3.45383 1.025
O -0.36300 3.07956 -3.35493 -0.477
C 1.06708 2.87631 -3.30887 -0.006
C 1.63885 2.47600 -4.72146 -0.294
O 1.94433 1.07842 -4.85701 -0.566
O -2.44014 -0.92528 -1.33141 -0.292
H 0.61545 -0.99526 -3.24651 -0.335
H 0.68554 -2.56863 -2.34975 0.512
H -0.68374 -2.69579 -4.52624 0.341
H -1.54555 -3.32024 -3.02902 0.224
H -3.02447 -1.82941 -4.48922 0.453
H -1.76918 -0.57301 -4.56340 0.275
H -4.01828 -1.03317 -2.64001 0.423
H -3.32594 1.01870 -4.06079 0.362
H -4.07046 1.25279 -2.44525 0.427
H -1.35006 1.65141 -4.51667 0.152
H -0.26855 1.02221 -3.22176 -0.899
H 1.35567 2.15364 -2.49884 0.057
H 1.49752 3.87558 -3.02688 0.414
H 2.54119 3.07751 -4.97336 0.399
H 0.84812 2.74445 -5.47385 0.111
H 1.11383 0.59504 -4.77111 0.329
C -2.47083 1.28940 1.70900 -0.217
C -3.98090 0.95128 1.80675 0.865
C -4.96733 2.10290 2.03861 0.054
F -4.73336 2.81458 3.14956 -0.211
F -6.22826 1.61434 2.16075 -0.276
F -4.14116 -0.01971 2.73381 -0.271
F -4.32496 0.38673 0.61159 -0.242
O -1.63451 1.15429 2.87986 -0.386
C -1.57480 2.16908 3.84605 0.750
C -2.20361 1.76028 5.18844 0.271
F -3.45449 1.29189 5.05344 -0.226
F -2.26985 2.83130 6.01876 -0.247
F -2.08056 3.30544 3.33732 -0.322
F -0.26580 2.41233 4.05419 -0.286
H -2.05628 0.54336 1.03220 -0.305
H -2.30140 2.24419 1.20873 0.463
H -4.95787 2.79370 1.18981 0.256
H -1.60948 0.98049 5.66667 0.191
C 3.40730 -1.43327 0.49603 -0.240
C 4.44022 -0.72015 1.40934 0.850
C 4.64081 0.78748 1.21034 0.121
F 5.00803 1.13509 -0.03218 -0.227
F 5.62129 1.23475 2.03422 -0.291
F 5.61656 -1.38630 1.32656 -0.312
F 4.01204 -0.88887 2.69198 -0.251
O 3.89750 -2.09426 -0.69606 -0.406
C 4.15755 -1.36613 -1.86821 0.699
C 5.65360 -1.29486 -2.21868 0.065
F 6.40475 -0.85198 -1.19820 -0.227
F 5.84968 -0.44625 -3.25284 -0.245
F 3.56484 -0.16668 -1.79001 -0.215
F 3.52221 -2.02474 -2.86491 -0.227
H 2.99932 -2.25347 1.08791 0.160
H 2.54628 -0.79838 0.27718 0.189
H 3.72391 1.33246 1.45465 0.271
H 6.02496 -2.28193 -2.49804 0.253
C 1.07743 -8.85127 -3.28922 -0.751
C -0.06578 -8.72295 -2.24940 0.905
C -1.48003 -8.41754 -2.76021 0.087
F -1.57608 -7.28489 -3.47374 -0.189
F -2.32820 -8.27738 -1.71273 -0.267
F 0.31472 -7.82967 -1.30872 -0.248
F -0.13847 -9.92581 -1.61396 -0.323
O 1.92515 -7.71502 -3.56808 -0.401
C 1.51562 -6.71779 -4.46714 0.612
C 1.22796 -5.37140 -3.78266 0.494
F 0.36750 -5.48398 -2.75648 -0.220
F 0.67447 -4.50487 -4.66702 -0.287
F 0.49369 -7.17373 -5.20829 -0.278
F 2.53914 -6.54175 -5.32365 -0.290
H 1.77345 -9.57172 -2.85581 0.398
H 0.73144 -9.31911 -4.21220 0.343
H -1.85002 -9.23834 -3.38216 0.242
H 2.14963 -4.93608 -3.39318 0.190
C 1.37059 6.14437 -8.94482 -0.844
C 1.69999 5.00936 -7.94144 1.019
C 2.31638 3.71486 -8.48710 0.054
F 1.57285 3.10389 -9.41942 -0.226
F 2.47148 2.82021 -7.47987 -0.192
F 0.58930 4.75048 -7.21364 -0.246
F 2.60765 5.52685 -7.06502 -0.341
O 0.03046 6.27571 -9.46712 -0.404
C -0.39964 5.49297 -10.55202 0.772
C -1.47238 4.46081 -10.16476 0.192
F -1.10222 3.69041 -9.12697 -0.191
F -1.71855 3.63237 -11.20472 -0.257
F 0.66601 4.95799 -11.16812 -0.284
F -0.94304 6.34895 -11.43802 -0.293
H 1.50045 7.06816 -8.37799 0.394
H 2.11101 6.20176 -9.74418 0.360
H 3.30339 3.90769 -8.91857 0.263
H -2.39977 4.96400 -9.88823 0.223
C -0.35943 5.30215 9.88316 -0.778
C -0.72677 3.81703 9.63167 0.861
C -2.11416 3.50127 9.05890 0.245
F -3.13026 3.95879 9.80509 -0.226
F -2.28472 2.15844 8.96870 -0.274
F -0.50179 3.12782 10.77367 -0.280
F 0.17928 3.34794 8.72722 -0.308
O -0.52162 5.87113 11.20143 -0.400
C -1.77356 6.33912 11.63493 0.791
C -2.38051 5.48731 12.76273 0.207
F -2.43133 4.18073 12.45702 -0.206
F -3.64847 5.88489 13.01550 -0.255
F -2.58521 6.49065 10.57717 -0.287
F -1.56235 7.58055 12.11498 -0.295
H 0.71983 5.35522 9.72855 0.432
H -0.78272 5.95581 9.11899 0.337
H -2.22134 3.91802 8.05427 0.233
H -1.79079 5.59041 13.67456 0.223
C 0.28698 -3.65099 3.39048 -0.873
C 0.95687 -2.37719 3.96716 0.972
C 2.19781 -2.55802 4.85106 0.147
F 1.99807 -3.32717 5.93067 -0.261
F 2.61200 -1.35354 5.31585 -0.261
F 0.00990 -1.64273 4.59362 -0.228
F 1.35233 -1.63982 2.89291 -0.244
O -0.84977 -4.23473 4.06516 -0.414
C -0.67380 -5.09369 5.16225 0.737
C -1.16532 -4.48889 6.48826 0.211
F -0.64045 -3.27674 6.73263 -0.210
F -0.81569 -5.28794 7.52266 -0.265
F 0.60036 -5.51560 5.20149 -0.292
F -1.41413 -6.18937 4.90178 -0.297
H -0.13476 -3.33782 2.43219 0.408
H 1.02529 -4.41299 3.13457 0.417
H 3.02001 -2.99461 4.27542 0.230
H -2.25082 -4.38251 6.47674 0.233
```

The structure (SMILES) is O=S1(=O)CCC[C@H](COCOCCO)O1.FC(F)C(F)(F)COC(F)(F)C(F)F.FC(F)C(F)(F)COC(F)(F)C(F)F.FC(F)C(F)(F)COC(F)(F)C(F)F.FC(F)C(F)(F)COC(F)(F)C(F)F.FC(F)C(F)(F)COC(F)(F)C(F)F.FC(F)C(F)(F)COC(F)(F)C(F)F. The HOMO energy is -0.3748 hartree. For the LUMO energy, the calculation gives 0.06 eV. For the maximum force, the calculation gives 7.3 eV/Å. The calculation puts the orbital gap at 0.377 Ha.



Question: What is the maximum force in the second record?
Answer: 8.3 eV/Å



Question: Which formula does entry 2 have?
Answer: C38H40BClFIN7O17PS